Arrangement a

C31H42BrCl3InN4O6SSi | ωB97M-V with the def2-TZVPD basis set

Each line ends with the Löwdin charge.
Cartesian coordinates (Å):
In -1.357 -1.511 -1.097  0.599
C -3.111 -4.684 1.996  -0.019
O -1.861 -5.246 1.539  0.000
C -1.244 -4.619 0.553  -0.576
O -1.670 -3.593 0.026  -0.073
N -0.112 -5.284 0.230  0.016
N 0.787 -4.800 -0.719  0.031
H -3.431 -5.332 2.804  0.102
H -3.835 -4.680 1.189  0.064
H -2.953 -3.669 2.353  0.094
H 0.107 -6.099 0.781  0.165
H 0.900 -5.483 -1.459  0.099
H 1.687 -4.637 -0.283  0.069
O 5.410 3.322 -0.255  0.133
C 4.104 3.280 0.075  -0.483
O 3.644 4.075 0.843  0.129
C 3.275 2.199 -0.557  -0.115
C 1.903 2.405 -0.618  0.030
C 1.070 1.435 -1.146  -0.006
C 1.615 0.245 -1.616  -0.270
C 2.987 0.023 -1.544  -0.018
C 3.812 1.001 -1.017  -0.004
N 0.742 -0.765 -2.115  0.042
C 1.109 -1.465 -3.105  -0.056
C 0.270 -2.577 -3.586  -0.241
C 0.565 -3.242 -4.760  0.012
C -0.262 -4.286 -5.160  -0.019
C -1.337 -4.631 -4.363  -0.008
C -1.558 -3.916 -3.193  -0.120
N -0.773 -2.912 -2.823  0.052
H 5.604 2.716 -0.980  0.101
H 1.497 3.324 -0.218  0.122
H -0.001 1.572 -1.158  0.098
H 3.404 -0.932 -1.837  0.118
H 4.872 0.792 -0.925  0.122
H 2.045 -1.276 -3.632  0.147
H 1.423 -2.947 -5.348  0.126
H -0.062 -4.822 -6.078  0.123
H -2.005 -5.437 -4.631  0.123
H -2.374 -4.159 -2.529  0.089
C 2.162 3.029 4.880  -0.056
C 2.514 1.672 4.272  -0.551
C 2.594 0.637 5.403  -0.044
C 3.884 1.791 3.590  -0.034
C 1.480 1.222 3.241  -0.159
C 1.634 0.002 2.593  -0.080
C 0.720 -0.368 1.635  -0.497
Br 0.988 -2.059 0.776  0.963
C -0.389 0.397 1.238  -0.370
O -1.157 0.047 0.210  -0.262
C -0.594 1.596 1.946  -0.075
C 0.361 1.969 2.899  0.028
C -1.779 2.565 1.757  -0.519
C -1.262 3.873 1.142  -0.034
C -2.406 2.860 3.130  -0.041
C -2.911 2.051 0.865  -0.080
H 2.921 3.305 5.612  0.090
H 1.198 3.006 5.393  0.089
H 2.135 3.815 4.122  0.091
H 3.329 0.951 6.147  0.088
H 2.898 -0.343 5.032  0.076
H 1.629 0.526 5.900  0.092
H 4.637 2.114 4.312  0.092
H 3.855 2.517 2.776  0.069
H 4.210 0.833 3.179  0.080
H 2.463 -0.656 2.822  0.104
H 0.205 2.910 3.405  0.095
H -0.485 4.337 1.750  0.086
H -2.082 4.588 1.039  0.090
H -0.846 3.694 0.147  0.071
H -1.719 3.371 3.804  0.076
H -2.731 1.936 3.612  0.096
H -3.280 3.503 3.004  0.089
H -2.576 1.851 -0.150  0.039
H -3.699 2.808 0.831  0.092
H -3.347 1.130 1.252  0.087
C -2.575 2.412 -3.462  -0.241
S -1.365 1.136 -3.772  0.869
C -1.679 0.922 -5.522  -0.229
O -1.888 -0.132 -3.137  -0.646
H -3.560 2.058 -3.760  0.052
H -2.279 3.293 -4.033  0.070
H -2.564 2.637 -2.397  0.042
H -2.740 0.741 -5.687  0.072
H -1.100 0.055 -5.834  0.051
H -1.341 1.806 -6.062  0.066
Cl -4.644 -2.545 -2.955  0.247
Si -3.936 -1.441 -1.327  -0.599
Cl -4.827 0.409 -1.570  0.299
Cl -4.939 -2.217 0.313  0.270

Summary:
LUMO energy	-3.845	eV
spin multiplicity	1
total charge	+1
orbital gap	0.223	hartree

Arrangement b

C31H42BrCl3InN4O6SSi | ωB97M-V with the def2-TZVPD basis set

Each line ends with the Löwdin charge.
Cartesian coordinates (Å):
In -0.211 0.065 -0.245  0.650
C 4.068 -1.360 -2.468  -0.013
O 3.578 -0.039 -2.735  -0.006
C 2.321 0.237 -2.407  -0.580
O 1.586 -0.537 -1.805  -0.051
N 1.971 1.435 -2.937  0.023
N 0.710 1.982 -2.702  0.031
H 4.558 -1.701 -3.375  0.102
H 3.248 -2.024 -2.205  0.092
H 4.789 -1.305 -1.655  0.082
H 2.706 1.987 -3.354  0.168
H 0.187 2.020 -3.569  0.096
H 0.785 2.922 -2.327  0.093
O 3.490 5.549 1.122  0.213
C 2.987 4.378 1.240  -0.199
O 3.380 3.364 0.026  0.061
C 2.268 3.696 2.216  -0.419
C 1.952 4.051 3.652  0.073
C 1.183 2.854 4.228  0.069
C 0.903 2.225 3.013  -0.543
C 2.218 0.896 1.787  -0.436
C 2.433 2.457 0.393  -0.570
N -0.554 1.952 2.701  -0.021
C -1.256 1.043 3.392  -0.089
C -2.280 0.240 2.811  -0.271
C -3.220 -0.409 3.636  -0.018
C -4.240 -1.128 3.061  -0.055
C -4.316 -1.197 1.671  -0.062
C -3.323 -0.589 0.929  -0.149
N -2.314 0.104 1.460  0.033
H 3.128 6.172 1.773  0.168
H 2.269 4.946 4.164  0.096
H 0.786 2.685 5.212  0.109
H 3.356 0.612 0.204  0.136
H 1.991 2.255 -0.580  0.077
H -1.003 0.892 4.436  0.125
H -3.147 -0.309 4.711  0.116
H -4.979 -1.622 3.679  0.114
H -5.122 -1.716 1.173  0.109
H -3.338 -0.655 -0.153  0.083
C -2.521 -5.226 -5.062  -0.040
C -3.614 -4.942 -4.018  -0.557
C -4.762 -4.171 -4.685  -0.048
C -4.156 -6.273 -3.496  -0.059
C -2.983 -4.104 -2.908  -0.168
C -2.669 -2.771 -3.122  -0.079
C -1.997 -2.072 -2.144  -0.502
Br -1.729 -0.204 -2.462  0.947
C -1.522 -2.608 -0.932  -0.359
O -0.669 -1.955 -0.137  -0.234
C -2.009 -3.907 -0.645  -0.069
C -2.683 -4.604 -1.649  0.021
C -1.952 -4.618 0.722  -0.521
C -1.211 -5.956 0.588  -0.038
C -3.400 -4.867 1.178  -0.031
C -1.262 -3.820 1.826  -0.051
H -2.926 -5.820 -5.884  0.089
H -1.695 -5.780 -4.611  0.090
H -2.124 -4.295 -5.470  0.082
H -5.283 -4.818 -5.392  0.087
H -4.399 -3.304 -5.237  0.074
H -5.481 -3.826 -3.940  0.094
H -4.646 -6.809 -4.310  0.088
H -4.893 -6.119 -2.705  0.093
H -3.358 -6.913 -3.117  0.085
H -2.940 -2.259 -4.035  0.105
H -3.003 -5.610 -1.418  0.094
H -1.712 -6.635 -0.102  0.078
H -1.157 -6.452 1.560  0.089
H -0.195 -5.796 0.223  0.090
H -3.926 -5.551 0.512  0.081
H -3.954 -3.928 1.201  0.071
H -3.408 -5.300 2.181  0.090
H -0.202 -3.746 1.607  0.045
H -1.387 -4.345 2.775  0.096
H -1.676 -2.816 1.926  0.077
C 2.179 -2.740 2.175  -0.227
S 2.752 -1.475 1.023  1.008
C 4.517 -1.674 1.291  -0.246
O 2.411 -0.333 2.252  -0.335
H 2.688 -2.660 3.133  0.070
H 2.375 -3.705 1.706  0.076
H 1.109 -2.602 2.293  0.035
H 4.717 -1.703 2.359  0.071
H 5.015 -0.831 0.829  0.038
H 4.808 -2.609 0.808  0.068
Cl -1.894 2.665 -0.245  0.238
Si -0.078 2.425 0.817  -0.176
Cl 1.707 2.312 1.714  0.711
Cl -0.012 4.653 0.782  0.318

Summary:
LUMO energy (spin up / spin down)	-3.309 / -3.136	eV
spin multiplicity	1
total charge	+1
orbital gap (spin up / spin down)	0.189 / 0.212	hartree

Relative energies, hartree: arrangement a 0.0000; arrangement b 1.1654.

Arrangement a

C4H15N2O2 | ωB97M-V with the def2-TZVPD basis set

Each line ends with the Löwdin charge.
Cartesian coordinates (Å):
N -1.029 0.926 -2.156  0.184
C -2.218 0.926 -1.246  -0.101
C -1.722 0.859 0.225  -0.178
N -0.358 1.298 0.345  -0.085
C 0.717 0.409 0.620  -0.200
C 1.889 0.426 -0.401  -0.192
O 1.707 1.585 -1.245  -0.107
H -0.529 0.041 -2.061  0.162
H -0.353 1.615 -1.807  0.128
H -1.310 1.025 -3.129  0.174
H -2.748 1.828 -1.428  0.118
H -2.821 0.058 -1.471  0.127
H -2.364 1.570 0.764  0.129
H -2.025 -0.042 0.761  0.128
H -0.265 2.238 0.685  0.139
H 1.123 0.540 1.618  0.117
H 0.448 -0.645 0.772  0.128
H 1.871 -0.434 -1.072  0.108
H 2.832 0.510 0.132  0.120
H 2.525 1.749 -1.722  0.100
H 1.276 -5.092 4.560  0.032
H 1.867 -5.514 3.221  0.033
O 1.488 -5.876 4.037  -0.064

Summary:
LUMO energy	-3.262	eV
spin multiplicity	1
total charge	+1
orbital gap	0.363	hartree

Arrangement b

C4H15N2O2 | ωB97M-V with the def2-TZVPD basis set

Each line ends with the Löwdin charge.
Cartesian coordinates (Å):
C 1.480 -1.265 1.885  -0.079
C 0.668 -1.753 0.637  -0.197
C 0.415 -0.616 -0.310  -0.262
C 0.904 -0.685 -1.555  -0.120
N 0.850 0.269 -2.535  0.087
N -0.435 0.449 0.250  0.219
H 2.465 -1.716 1.802  0.075
H 1.024 -1.418 2.862  0.074
H 1.698 -0.188 1.863  0.070
H 1.138 -2.609 0.167  0.112
H -0.225 -2.214 1.078  0.113
H 1.503 -1.512 -1.819  0.126
H 0.430 1.176 -2.470  0.086
H 1.372 0.106 -3.377  0.102
H 0.051 1.341 0.312  0.159
H -1.234 0.641 -0.359  0.105
H -0.709 0.082 1.153  0.137
H -2.094 0.567 -2.919  0.077
H -2.745 1.490 -2.016  0.075
O -2.108 0.764 -1.970  -0.043
H -2.145 2.048 2.623  0.065
H -1.011 2.951 2.529  0.069
O -1.292 2.094 2.168  -0.049

Summary:
LUMO energy	-2.948	eV
spin multiplicity	1
total charge	+1
orbital gap	0.331	hartree

Arrangement c

C4H15N2O2 | ωB97M-V with the def2-TZVPD basis set

Each line ends with the Löwdin charge.
Cartesian coordinates (Å):
C -0.912 1.433 -0.567  -0.179
O -0.690 2.507 0.325  -0.053
C -0.066 0.228 -0.071  -0.279
C 0.176 -0.828 -1.137  -0.112
C 1.616 -1.415 -1.182  -0.204
N 2.101 -1.717 0.201  -0.011
N 1.191 0.783 0.530  0.182
H -0.464 1.759 -1.508  0.131
H -1.959 1.135 -0.577  0.139
H -1.449 2.868 0.786  0.111
H -0.616 -0.121 0.795  0.121
H 0.008 -0.388 -2.123  0.125
H -0.457 -1.691 -1.021  0.119
H 2.307 -0.702 -1.604  0.114
H 1.586 -2.337 -1.740  0.116
H 1.749 -0.123 0.750  0.126
H 3.086 -1.954 0.157  0.100
H 1.625 -2.529 0.575  0.100
H 1.006 1.352 1.352  0.159
H 1.733 1.355 -0.114  0.168
H -2.249 -0.703 1.978  0.022
H -3.072 -1.705 1.190  0.052
O -3.075 -0.781 1.488  -0.048

Summary:
LUMO energy	-3.038	eV
spin multiplicity	1
total charge	+1
orbital gap	0.419	hartree

Arrangement d

C4H15N2O2 | ωB97M-V with the def2-TZVPD basis set

Each line ends with the Löwdin charge.
Cartesian coordinates (Å):
N 0.358 1.352 -1.729  0.205
C -0.962 1.184 -0.871  -0.072
C -0.670 1.734 0.555  -0.149
N 0.728 1.304 1.004  -0.101
C 0.885 -0.141 1.304  -0.199
C 1.568 -0.934 0.123  -0.214
O 0.588 -1.419 -0.826  -0.117
H 1.123 1.412 -1.038  0.119
H 0.460 2.191 -2.375  0.196
H 0.247 0.596 -2.372  0.135
H -1.792 1.507 -1.350  0.090
H -1.238 0.185 -0.900  0.086
H -0.531 2.868 0.501  0.138
H -1.488 1.532 1.268  0.126
H 1.031 1.648 1.964  0.143
H 1.649 -0.265 2.126  0.132
H -0.040 -0.625 1.622  0.116
H 2.156 -1.820 0.519  0.134
H 2.293 -0.284 -0.399  0.110
H 0.074 -2.158 -0.450  0.069
H -1.671 -3.605 1.041  0.067
H -2.814 -3.277 -0.045  0.064
O -1.953 -2.986 0.327  -0.081

Summary:
LUMO energy	-2.970	eV
spin multiplicity	1
total charge	+1
orbital gap	0.380	hartree

Relative energies, hartree: arrangement a 0.0338; arrangement b 0.0039; arrangement c 0.0000; arrangement d 0.0446.